DFT (wB97M-V/def2-TZVPD) results for a molecular structure, C39H39N7O2RbSSb at a distorted geometry.

XYZ file:
```
90
Properties=species:S:1:pos:R:3:forces:R:3
Rb 1.3492 1.7886 -0.7997 -0.25 -0.31 0.24
C 0.9274 2.6910 4.8344 0.94 0.35 -0.90
O 2.1210 1.8633 4.6297 -0.62 0.21 -0.58
C 2.1031 1.6023 3.2864 -0.36 -0.32 -0.65
N 1.2741 2.2287 2.5302 1.25 -0.71 0.90
C 0.5901 3.1827 3.4152 -0.07 0.09 -0.35
C -0.8888 3.2291 3.1822 -0.13 -0.59 0.19
C -1.6219 4.3850 3.4295 0.10 -1.04 -0.32
C -2.9983 4.3639 3.3820 -0.68 0.37 0.15
C -3.6489 3.1771 3.0741 0.08 0.84 0.08
C -2.9129 2.0505 2.8447 -1.01 -1.74 -0.69
C -1.5469 2.0364 2.8901 0.56 0.23 0.37
C 3.0732 0.5269 2.8485 -0.55 1.15 -0.77
C 3.6258 -0.3238 3.7795 -0.51 0.10 0.95
C 4.5789 -1.2092 3.3720 1.24 -0.53 0.30
C 4.9732 -1.2207 2.0420 -0.21 -0.46 0.55
C 4.3147 -0.3897 1.1613 -0.07 0.47 -0.07
N 3.3850 0.5009 1.5482 0.23 -0.32 0.06
C 4.6846 -0.4612 -0.2771 -0.84 0.42 -0.76
N 3.9462 -0.0517 -1.2316 0.12 0.05 0.15
C 4.6456 -0.3533 -2.5011 0.01 0.52 0.00
C 5.8843 -1.1246 -2.0432 1.19 -0.05 0.41
O 5.8585 -1.0465 -0.5816 -0.08 -0.16 -0.13
C 3.8097 -1.1495 -3.4824 -1.13 -0.34 0.11
C 4.4205 -1.7632 -4.5697 0.07 -0.06 0.12
C 3.6770 -2.5021 -5.4768 -0.05 0.17 -0.41
C 2.2895 -2.6021 -5.3586 0.28 0.04 0.46
C 1.6549 -2.0487 -4.2526 0.93 0.78 0.27
C 2.4235 -1.3330 -3.3136 0.93 -0.33 -1.08
H 1.1876 3.5298 5.4618 0.00 -0.09 0.50
H 0.1425 2.0688 5.2222 -0.32 -0.23 0.38
H 1.0233 4.1644 3.2033 0.02 0.09 0.18
H -1.0799 5.2588 3.6514 0.43 1.16 0.31
H -3.5768 5.2623 3.6127 0.23 -0.24 -0.18
H -4.7125 3.1230 2.9799 -0.50 0.14 0.12
H -3.4538 1.1251 2.5822 0.38 0.47 0.21
H -1.0197 1.0950 2.7577 0.05 0.28 -0.22
H 3.2892 -0.2960 4.8126 0.13 0.13 -0.20
H 5.1003 -1.8238 4.1200 -0.39 0.10 -0.50
H 5.7259 -1.9070 1.6999 0.19 -0.02 -0.15
H 4.9677 0.6252 -2.9520 -0.42 -0.79 0.24
H 6.8338 -0.6547 -2.3480 -0.39 -0.24 0.03
H 5.9070 -2.1873 -2.3188 -0.20 0.31 0.05
H 5.4945 -1.6657 -4.6881 0.01 -0.04 -0.19
H 4.1789 -2.9391 -6.3390 -0.11 0.02 0.19
H 1.7256 -3.0992 -6.1289 -0.13 -0.16 -0.09
H 0.5815 -2.0279 -4.1398 -0.10 -0.25 -0.01
H 1.9543 -0.8558 -2.4953 -0.52 0.28 0.65
N -1.0940 3.0299 -3.8529 -0.48 0.76 0.75
C -1.1299 1.9739 -2.9398 0.03 -0.18 -0.46
S -0.2844 0.4992 -3.3447 -0.29 0.59 -0.04
N -1.8181 2.2347 -1.8768 -0.04 -0.36 0.59
N -1.8374 1.1917 -0.9482 -0.24 0.04 -0.15
C -2.9918 0.6794 -0.7552 0.55 -0.93 0.50
C -4.2255 1.1155 -1.4724 0.27 0.18 0.12
C -5.1637 1.8923 -0.7965 0.68 -0.34 -0.12
C -6.2318 2.3661 -1.5296 -0.66 0.25 -0.01
C -6.4001 2.0693 -2.8798 0.53 -0.22 0.44
C -5.4562 1.2773 -3.5337 -0.81 0.34 -0.26
C -4.3833 0.8136 -2.8255 0.98 -0.35 0.64
C -3.1253 -0.4855 0.2214 -0.91 0.78 -0.59
C -4.3081 -1.2516 0.1616 0.81 0.42 0.46
C -4.5788 -2.1295 1.1915 -0.05 -0.10 0.16
C -3.6596 -2.2478 2.2282 -0.17 0.22 -1.05
C -2.4687 -1.5453 2.1085 -0.37 -0.86 0.89
N -2.2093 -0.6799 1.1639 0.45 0.68 -0.73
H -0.9477 2.7780 -4.7961 0.33 -0.53 -0.81
H -1.8900 3.6640 -3.7585 0.41 -0.29 0.15
H -4.9892 2.1301 0.2640 -0.28 -0.03 -0.57
H -6.9748 2.9780 -1.0411 -0.11 0.13 0.05
H -7.2595 2.4643 -3.3812 -0.28 0.09 -0.33
H -5.5561 1.0278 -4.5850 -0.06 0.09 0.08
H -3.5932 0.2261 -3.2851 -0.12 0.03 -0.14
H -4.9997 -1.0790 -0.6319 -0.35 -0.02 -0.37
H -5.5062 -2.6983 1.2010 0.16 0.09 0.01
H -3.8731 -2.8907 3.0440 0.09 -0.45 0.68
H -1.6979 -1.7077 2.8470 0.15 0.09 0.20
C 2.4242 -3.5600 -0.5365 0.03 -0.64 0.24
Sb 0.9174 -2.2014 0.1018 -0.24 0.84 0.08
C 1.1215 -2.5381 2.2218 0.00 0.63 0.16
C -0.6837 -3.5859 -0.1788 -0.42 -0.24 -0.14
H 2.4404 -4.3583 0.2088 0.21 -0.12 -0.13
H 3.4186 -3.1508 -0.6616 0.17 0.28 0.17
H 2.1465 -3.9847 -1.4972 -0.16 -0.03 -0.11
H 1.0645 -3.5782 2.4852 -0.20 -0.56 0.07
H 0.3807 -1.9570 2.7895 0.07 -0.26 -0.29
H 2.0822 -2.1746 2.5641 0.34 0.07 -0.06
H -0.4766 -4.1689 -1.0868 -0.12 0.13 0.23
H -1.6037 -3.0084 -0.3300 0.16 -0.20 -0.03
H -0.8404 -4.2727 0.6668 0.21 0.24 -0.23
```
Positions in Å, forces in eV/Å.

Values from the calculation:
Spin multiplicity: 1
E_LUMO in eV: -0.2
HOMO level in eV: -6.7
Kohn-Sham gap in Ha: 0.2388
Energy relative to the best compared isomer or geometry (same formula, charge and spin) in kcal per mole: 0.0
Total energy in hartree: -2705.83230

Results of the Mulliken charge analysis, in e, for atoms 1 through 6: 0.67, -0.61, -0.44, -0.24, -0.21, -0.11

***

DFT (wB97M-V/def2-TZVPD) results for a molecular structure, C39H40As2F2N3OPSY.

XYZ file:
```
90
Properties=species:S:1:pos:R:3:forces:R:3
Y 0.4937 -0.3635 0.9755 -0.13 -0.47 0.50
C -2.2889 1.0044 5.4775 -0.01 -0.01 -0.04
N -2.4087 -0.1690 4.6277 0.06 0.06 0.04
C -3.5265 -0.9761 4.5521 -0.06 -0.13 -0.07
C -3.2094 -2.0133 3.7540 -0.07 0.03 0.08
N -1.8994 -1.8357 3.3461 0.10 -0.09 0.00
C -1.4183 -0.6905 3.8762 0.09 0.11 0.10
S 0.1622 -0.0332 3.7438 -0.10 0.03 -0.11
C -1.1772 -2.7674 2.5444 0.01 0.20 -0.21
C -0.3775 -3.7426 3.1265 -0.02 -0.11 0.03
C -0.1155 -4.9338 2.5003 0.02 0.08 0.07
C -0.8957 -5.2187 1.3519 0.02 -0.14 -0.04
C -1.7092 -4.3164 0.7669 0.04 0.09 0.05
N -1.6734 -2.9563 1.2090 0.02 -0.32 0.09
H -3.2879 1.3759 5.6906 0.01 0.01 0.00
H -1.7116 1.7652 4.9619 0.01 0.02 0.00
H -1.7861 0.7517 6.4098 0.01 -0.02 0.00
H -4.4353 -0.7461 5.0783 0.01 0.02 0.01
H -3.7782 -2.8716 3.4449 0.01 0.00 0.00
H 0.0095 -3.5382 4.1188 -0.02 0.06 0.00
H 0.5367 -5.6710 2.9408 0.00 -0.02 -0.03
H -0.8941 -6.2195 0.9383 -0.02 0.01 -0.01
H -2.3308 -4.5394 -0.0822 -0.03 0.06 0.00
O -1.6470 -0.7169 0.9333 -0.28 -0.16 -0.28
C -1.9260 -1.9075 0.4545 -0.09 0.33 0.16
C -2.5542 -2.0260 -0.8823 0.11 0.05 0.05
C -3.7970 -2.6374 -1.0135 -0.03 0.00 -0.04
C -4.4266 -2.6912 -2.2465 0.00 0.00 0.03
C -3.8188 -2.1280 -3.3587 0.01 0.01 -0.04
C -2.5820 -1.5137 -3.2356 -0.05 -0.02 -0.02
C -1.9351 -1.4604 -2.0042 0.10 0.01 0.09
P -0.2703 -0.7039 -1.8709 -0.03 -0.02 -0.34
C -0.4116 0.6819 -3.0545 0.02 -0.02 0.11
C -1.4289 1.6118 -2.8389 -0.03 0.00 -0.03
C -1.5745 2.7000 -3.6820 0.03 0.00 -0.04
C -0.6948 2.8766 -4.7442 -0.04 0.03 0.01
C 0.3191 1.9584 -4.9614 0.01 -0.04 0.03
C 0.4622 0.8598 -4.1202 0.01 0.05 -0.06
C 0.8590 -1.8729 -2.6834 0.00 0.00 0.02
C 2.2218 -1.6265 -2.5228 0.01 0.00 0.00
C 3.1629 -2.4605 -3.1017 -0.02 0.01 0.01
C 2.7447 -3.5642 -3.8321 0.01 -0.02 -0.02
C 1.3914 -3.8285 -3.9799 0.02 0.01 0.00
C 0.4478 -2.9854 -3.4093 -0.02 0.02 0.00
H -4.2748 -3.0581 -0.1372 -0.02 -0.01 -0.01
H -5.3960 -3.1627 -2.3384 0.00 0.00 0.01
H -4.3080 -2.1659 -4.3228 0.00 0.01 0.00
H -2.1143 -1.0735 -4.1078 0.00 0.01 0.00
H -2.1274 1.4672 -2.0214 0.01 -0.01 0.00
H -2.3756 3.4094 -3.5170 0.00 0.00 0.00
H -0.8085 3.7263 -5.4044 0.00 0.00 0.00
H 0.9987 2.0883 -5.7932 0.00 -0.01 0.00
H 1.2482 0.1405 -4.3093 0.00 -0.01 0.01
H 2.5527 -0.7802 -1.9274 0.01 0.00 0.00
H 4.2182 -2.2619 -2.9691 0.00 0.00 0.00
H 3.4763 -4.2254 -4.2774 0.00 0.00 0.00
H 1.0679 -4.6959 -4.5398 -0.01 0.00 0.00
H -0.6054 -3.2049 -3.5247 0.01 -0.01 0.00
C 4.4613 1.0727 -0.2898 0.01 -0.06 -0.07
As 2.9687 1.4303 0.8904 -0.14 -0.01 0.00
C 3.8795 1.4445 2.6045 -0.01 -0.01 0.08
C 2.6405 3.3252 0.5926 0.04 0.04 0.02
C 3.7194 4.1691 0.3330 -0.04 0.01 0.01
C 3.5254 5.5253 0.1274 0.06 -0.03 0.00
C 2.2455 6.0545 0.1848 -0.06 0.02 0.00
C 1.1676 5.2250 0.4480 0.01 0.00 0.00
C 1.3492 3.8585 0.6509 0.02 -0.01 0.00
As -0.1933 2.7312 1.0460 0.14 -0.22 -0.09
C -1.5665 3.5730 -0.0360 -0.05 0.05 -0.06
C -0.7081 3.4575 2.7696 0.00 0.04 0.09
H 5.3418 1.6294 0.0240 0.02 -0.01 -0.03
H 4.1955 1.3434 -1.3105 0.02 0.01 0.00
H 4.6674 0.0048 -0.2383 0.03 0.01 0.00
H 4.7076 2.1515 2.5853 0.00 -0.01 -0.01
H 4.2502 0.4382 2.7956 0.02 0.01 0.01
H 3.1827 1.7202 3.3945 0.00 0.00 -0.01
H 4.7238 3.7668 0.2891 0.01 0.02 0.00
H 4.3718 6.1678 -0.0764 0.00 0.00 0.00
H 2.0864 7.1129 0.0257 0.00 0.00 0.00
H 0.1738 5.6537 0.4921 0.00 0.01 0.00
H -1.7885 4.5698 0.3410 -0.02 0.01 -0.02
H -2.4682 2.9638 0.0122 -0.01 0.01 0.01
H -1.2287 3.6283 -1.0679 -0.01 0.04 0.01
H -0.7542 4.5439 2.7033 -0.01 0.00 0.03
H 0.0064 3.1568 3.5328 0.00 -0.01 -0.01
H -1.6906 3.0622 3.0241 -0.02 0.01 0.01
F 1.1145 -2.7486 0.2414 -0.05 0.27 0.06
C 1.9227 -2.2096 1.3226 0.47 0.31 -0.06
F 3.1136 -1.8176 0.6550 0.03 -0.11 -0.11
H 2.2102 -3.0682 1.9242 -0.17 -0.04 0.02
```
Positions in Å, forces in eV/Å.

Values from the calculation:
Net charge: +1
Spin multiplicity: 1
E_LUMO in eV: -2.3
HOMO level in eV: -8.3
Kohn-Sham gap in Ha: 0.2218
Energy relative to the best compared isomer or geometry (same formula, charge and spin) in kcal per mole: 3.5
Total energy in hartree: -7198.64219

Results of the Mulliken charge analysis, in e, for atoms 1 through 6: 0.05, -0.69, 0.19, -0.74, -0.37, 0.54